# 1
A structure of composition C38H34BrN2O3P2Sr in a non-equilibrium geometry, computed with ωB97M-V with the def2-TZVPD basis set.

Atoms and positions in Å:
Sr -1.2042 -1.2305 0.7558
C 2.4429 1.2304 1.4638
N 2.0718 0.9599 0.0825
P 2.2060 -0.7723 -0.2471
C 2.6733 -0.8954 -2.0452
C 1.9477 -1.6788 -2.9380
C 2.3832 -1.8574 -4.2569
C 3.4986 -1.1725 -4.7082
C 4.2381 -0.3413 -3.8326
C 3.8016 -0.1859 -2.5228
C 3.8328 -1.1709 0.4998
C 4.9014 -0.2822 0.4263
C 6.1083 -0.5678 1.0343
C 6.2508 -1.7324 1.7338
C 5.1797 -2.6421 1.8435
C 3.9623 -2.3402 1.2391
P 0.4320 1.5504 -0.1165
C 0.6297 3.3660 -0.0205
C -0.5743 4.0618 0.0128
C -0.5700 5.4479 -0.0323
C 0.6558 6.1329 -0.1271
C 1.8737 5.4424 -0.0860
C 1.8171 4.0533 -0.0169
C 0.0949 1.3596 -1.8999
C 0.9970 1.6705 -2.9414
C 0.5944 1.5431 -4.2636
C -0.6680 1.0713 -4.5780
C -1.5625 0.7729 -3.5621
C -1.1952 0.9452 -2.2271
H 3.4587 1.6333 1.5359
H 2.3917 0.3436 2.1175
H 1.8502 1.9812 1.9118
H 1.0649 -2.1848 -2.5667
H 1.7273 -2.4347 -4.9462
H 3.7393 -1.2513 -5.7848
H 5.0969 0.2079 -4.1902
H 4.3012 0.5137 -1.8905
H 4.7488 0.6390 -0.1029
H 6.9376 0.0702 0.9556
H 7.2151 -1.9085 2.2245
H 5.2985 -3.6158 2.3818
H 3.0946 -2.9981 1.3917
H -1.5369 3.5314 0.0763
H -1.4881 6.0335 -0.0614
H 0.7187 7.1859 -0.2599
H 2.8225 5.9295 -0.1291
H 2.7592 3.5254 -0.0527
H 1.9622 2.1300 -2.7202
H 1.2927 1.8584 -5.0084
H -0.9543 0.9780 -5.6083
H -2.5720 0.4047 -3.7471
H -1.9478 0.8585 -1.4407
O -4.9222 -6.9277 -0.2005
C -4.1769 -5.8082 -0.1669
C -4.7777 -4.5389 -0.2768
C -4.0012 -3.4169 -0.1871
N -2.6791 -3.4574 0.0041
C -2.1414 -4.6557 0.1036
Br -0.2384 -4.6858 0.2274
C -2.7947 -5.8903 -0.0001
H -5.8322 -6.7045 -0.4755
H -5.8346 -4.4271 -0.4056
H -4.3797 -2.4161 -0.3067
H -2.3033 -6.8452 0.1229
C -2.3182 -0.5329 5.3206
C -2.4553 -0.3399 3.8153
O -1.7296 -1.0276 3.0536
C -3.4764 0.5741 3.3083
C -4.0862 1.5811 4.1292
C -5.0650 2.4323 3.6019
C -5.5484 2.2477 2.2791
C -5.0388 1.2170 1.5174
C -3.9027 0.4762 1.9442
O -3.3060 -0.3395 1.1024
H -1.4663 -1.1610 5.5860
H -3.2788 -0.9274 5.6792
H -2.2161 0.4566 5.7823
H -3.6992 1.7560 5.0934
H -5.4576 3.2357 4.2083
H -6.2732 2.9195 1.8777
H -5.4014 1.0367 0.5068

As for the frontier orbital gap: 7.98 eV. The HOMO energy is -9.96 eV. The net charge is +1. For the energy relative to the best compared isomer or geometry (same formula, charge and spin), the calculation gives 0.000 eV.



# 2
A structure of composition C38H34CaN5OS3 in a non-equilibrium geometry, computed with ωB97M-V with the def2-TZVPD basis set.

Atoms and positions in Å:
Ca -0.1957 0.3768 -1.1541
C 1.2778 -3.6677 1.0511
C 2.6887 -3.0760 1.0109
C 2.8157 -1.9632 2.0207
C 3.1266 -2.3064 3.3267
C 3.1958 -1.3447 4.3161
C 2.9221 -0.0278 3.9981
C 2.5845 0.3617 2.7105
C 2.2354 1.8102 2.4940
C 2.8373 2.4834 1.2614
C 2.5485 -0.6147 1.6947
N 2.2308 -0.2749 0.3918
C 3.1303 -0.3253 -0.5268
C 2.9052 -0.2015 -1.9109
C 3.8676 -0.3584 -2.9318
C 3.1723 -0.3402 -4.1278
C 1.8246 -0.1729 -3.7829
N 1.6638 -0.0800 -2.4702
H 1.1946 -4.5339 0.3952
H 0.5642 -2.9175 0.7176
H 1.0231 -3.9729 2.0655
H 2.8883 -2.7167 0.0003
H 3.4175 -3.8594 1.2521
H 3.3366 -3.3401 3.5727
H 3.4603 -1.6250 5.3268
H 2.9880 0.7277 4.7712
H 2.5559 2.3641 3.3862
H 1.1442 1.9005 2.4441
H 3.8589 2.1486 1.0825
H 2.8504 3.5619 1.4135
H 2.2371 2.2620 0.3858
H 4.1881 -0.5091 -0.2547
H 4.9288 -0.4804 -2.7878
H 3.5768 -0.4556 -5.1197
H 0.9758 -0.1265 -4.4477
O 0.3183 2.5291 -1.4868
N 0.8988 2.7100 -2.6225
C 2.1808 3.0845 -2.6484
C 2.8748 3.2850 -3.8197
C 2.2068 3.1233 -5.0326
C 0.8806 2.7752 -5.0067
C 0.2018 2.5368 -3.7967
S -1.4158 2.0968 -3.7510
H 2.6328 3.2192 -1.6759
H 3.9194 3.5540 -3.7824
H 2.7204 3.2759 -5.9742
H 0.3055 2.6535 -5.9157
S -4.8797 -0.9243 -0.0094
C -4.8362 0.7698 0.4090
C -5.8362 1.5601 0.9343
C -5.5600 2.9031 1.1768
C -4.3073 3.4325 0.8742
C -3.3004 2.6446 0.3606
C -3.5418 1.2852 0.1346
N -2.6587 0.3925 -0.3412
C -3.1540 -0.8058 -0.5063
C -2.4626 -1.9080 -1.0836
C -3.1274 -3.1214 -1.3365
C -2.4685 -4.1632 -1.9550
C -1.1365 -4.0081 -2.3146
C -0.4824 -2.8101 -2.0354
C -1.0962 -1.7247 -1.4242
H -6.8121 1.1470 1.1589
H -6.3259 3.5408 1.6032
H -4.1207 4.4833 1.0547
H -2.3218 3.0384 0.1338
H -4.1714 -3.2241 -1.0493
H -2.9897 -5.0951 -2.1671
H -0.6084 -4.8173 -2.8120
H 0.5630 -2.7132 -2.3157
S -1.3707 2.4354 3.1669
C -2.0339 0.9078 2.9811
N -3.3843 0.7791 3.2815
C -4.0320 -0.4332 3.2862
C -3.3508 -1.5667 2.9714
C -1.9968 -1.4787 2.5912
C -1.3511 -0.2475 2.6056
H -3.8982 1.6448 3.3816
H -5.0771 -0.4056 3.5648
H -3.8494 -2.5237 2.9780
H -1.4613 -2.3671 2.2948
H -0.3036 -0.1762 2.3447

As for the spin multiplicity: 2. As for the frontier orbital gap (spin up / spin down): 3.38 / 5.83 eV. Its expectation value of S² is 0.77. The HOMO energy (spin up / spin down) is 0.93 / -1.54 eV. The net charge is -2. For the energy relative to the best compared isomer or geometry (same formula, charge and spin), the calculation gives 0.081 eV.



# 3
A structure of composition C38H34DyO3P2SSi in a non-equilibrium geometry, computed with ωB97M-V with the def2-TZVPD basis set.

Atoms and positions in Å:
Dy 0.4345 1.9554 0.7978
C 3.4433 0.2686 -0.3970
Si 1.6564 0.2211 -0.9615
C 1.6480 0.6122 -2.8117
C 2.8980 0.5037 -3.4303
C 3.0976 0.8010 -4.7771
C 2.0443 1.2519 -5.5449
C 0.7907 1.3840 -4.9583
C 0.5677 1.0648 -3.6159
P -1.2171 1.2053 -3.2467
C -1.3782 2.0244 -1.5946
C -2.2183 1.5317 -0.5987
C -2.5245 2.2845 0.5318
C -2.0173 3.5666 0.6744
C -1.2317 4.1080 -0.3431
C -0.9075 3.3459 -1.4530
C -1.8199 -0.4927 -2.9377
C -1.0237 -1.6333 -2.9878
C -1.5792 -2.8968 -2.8032
C -2.9388 -3.0375 -2.5731
C -3.7547 -1.9097 -2.5676
C -3.2010 -0.6540 -2.7678
C 1.1800 -1.5912 -0.6535
C 1.8944 -2.5603 -1.3675
C 1.6910 -3.9162 -1.1571
C 0.7754 -4.3375 -0.1994
C 0.0714 -3.3990 0.5388
C 0.2669 -2.0355 0.3137
P -0.6870 -0.7821 1.2292
C -1.9811 -1.6921 2.1157
C -3.1071 -2.0493 1.3675
C -4.1361 -2.7720 1.9518
C -4.0549 -3.1311 3.2922
C -2.9425 -2.7739 4.0413
C -1.9030 -2.0590 3.4557
C 0.4269 -0.2510 2.5875
C -0.0188 0.7907 3.4154
C 0.7657 1.2464 4.4655
C 2.0130 0.6830 4.6868
C 2.4777 -0.3271 3.8534
C 1.6922 -0.7930 2.8060
H 4.0040 -0.5755 -0.8123
H 3.9373 1.2049 -0.6772
H 3.4880 0.1971 0.6933
H 3.7539 0.1751 -2.8543
H 4.0831 0.6865 -5.2112
H 2.1854 1.5047 -6.5878
H -0.0409 1.7329 -5.5594
H -2.6521 0.5496 -0.7088
H -3.1910 1.8768 1.2807
H -2.2814 4.1637 1.5356
H -0.8879 5.1295 -0.2677
H -0.3099 3.7814 -2.2446
H 0.0372 -1.5434 -3.1788
H -0.9402 -3.7709 -2.8360
H -3.3689 -4.0218 -2.4272
H -4.8250 -2.0108 -2.4347
H -3.8541 0.2141 -2.8082
H 2.6121 -2.2492 -2.1233
H 2.2451 -4.6447 -1.7379
H 0.6123 -5.3939 -0.0238
H -0.6384 -3.7374 1.2850
H -3.1707 -1.7812 0.3155
H -5.0017 -3.0518 1.3644
H -4.8597 -3.6905 3.7520
H -2.8765 -3.0584 5.0839
H -1.0337 -1.8018 4.0479
H -1.0193 1.1975 3.2802
H 0.4036 2.0432 5.1026
H 2.6316 1.0411 5.5009
H 3.4572 -0.7589 4.0202
H 2.0538 -1.5877 2.1643
C 3.1251 4.9987 2.0816
S 2.0348 3.7163 1.6476
O 0.7237 3.8648 2.2965
O 1.7916 3.7188 0.1792
O 2.5833 2.4031 1.9975
H 2.8814 5.8629 1.4628
H 4.1398 4.6485 1.8851
H 2.9747 5.2118 3.1396

As for the spin multiplicity: 6. As for the frontier orbital gap (spin up / spin down): 6.90 / 7.90 eV. Its expectation value of S² is 9.35. The HOMO energy (spin up / spin down) is -10.65 / -10.45 eV. The net charge is +1.